Entry from the Open Molecules 2025 dataset: a structure of composition C4H7NS3 (the ωB97M-V functional and the def2-TZVPD basis).

Results
**HOMO-LUMO gap**: 7.844 eV
**E_LUMO**: -0.44 eV
**Total charge**: 0

Element x y z (Å)
1 C -0.1464 1.7973 0.8596
2 C 1.1907 -0.2167 -0.0057
3 C -2.6837 -0.7481 -0.1792
4 C -3.7675 0.2536 -0.4586
5 H -1.2171 1.5527 0.7423
6 H 0.1394 1.2539 1.9338
7 H 0.1118 2.9093 1.2460
8 H -3.0211 -1.9063 -0.0171
9 H -3.3213 1.1105 -0.9306
10 H -4.9737 -0.0240 -1.0367
11 H -4.2140 0.7692 0.4977
12 N -1.3606 -0.4507 -0.0840
13 S 1.0767 1.5950 -0.3898
14 S 2.7198 -0.8176 -0.2578
15 S -0.1427 -1.3415 0.4511

Atomic forces in eV per Å
0.7 2.8 5.4
2.3 0.2 -1.6
3.1 -3.1 0.9
-3.7 1.0 0.5
0.9 0.7 -0.6
-0.4 1.0 -3.0
-1.4 -2.1 -1.0
0.7 2.8 -0.2
0.0 0.3 -0.8
4.4 0.2 1.5
1.1 -1.4 -1.2
-6.8 0.6 -1.1
-1.1 -3.2 0.8
-1.4 -0.1 0.5
1.7 0.2 -0.3


Entry from the Open Molecules 2025 dataset: a structure of composition C4H7NaO2 (the ωB97M-V functional and the def2-TZVPD basis).

Results
**HOMO-LUMO gap**: 6.312 eV
**E_LUMO**: -1.09 eV
**Total charge**: 0

Element x y z (Å)
1 H 1.6261 -0.3993 -0.6253
2 O 1.4793 0.7037 2.0568
3 C 0.3262 1.0843 1.9102
4 C -0.4648 0.8855 0.6530
5 C -0.3995 -0.5034 0.0321
6 C 0.6041 -0.5868 -1.1284
7 O 0.5152 -1.7310 -1.8631
8 Na -0.9242 -2.4120 -3.2261
9 H -0.1159 1.8084 2.6324
10 H -0.1116 1.6581 -0.0559
11 H -1.5059 1.1711 0.8913
12 H -1.3939 -0.7938 -0.3423
13 H -0.0919 -1.2219 0.8098
14 H 0.4569 0.3372 -1.7446

Atomic forces in eV per Å
-0.9 -0.4 -0.7
-1.6 0.1 0.1
2.0 0.6 -0.4
-1.0 0.2 0.3
0.2 -0.3 0.0
0.9 0.6 0.5
-0.4 -0.2 -0.3
0.5 0.1 0.4
0.0 -0.4 0.2
0.0 -0.2 0.2
0.3 -0.1 -0.1
0.2 0.0 0.1
-0.2 0.0 -0.3
-0.1 -0.1 0.1


Entry from the Open Molecules 2025 dataset: the ion C4H7O with charge +1 (the ωB97M-V functional and the def2-TZVPD basis).

Results
**HOMO-LUMO gap**: 11.854 eV
**E_LUMO**: -3.86 eV
**Total charge**: +1

Element x y z (Å)
1 C -1.3840 -0.0285 -0.7922
2 C -0.3096 0.7098 -1.0165
3 C -1.0412 -0.3208 0.6411
4 C 1.5227 -0.0133 0.3275
5 O 0.2714 0.5916 0.3002
6 H -2.3355 -0.4465 -1.2164
7 H 0.2062 1.1407 -1.8960
8 H -1.5323 -0.0648 1.4646
9 H -0.7751 -1.3653 0.7153
10 H 1.5312 -0.9664 -0.1256
11 H 2.1380 0.9123 0.2186
12 H 1.7082 -0.1490 1.3793

Atomic forces in eV per Å
-1.9 -0.1 0.7
-0.9 -0.8 -1.6
2.8 -1.3 -4.6
2.1 2.0 2.7
-3.5 -0.1 0.5
1.4 1.0 -0.3
-0.2 0.0 1.1
-2.0 2.1 3.3
0.9 -0.2 0.3
0.6 -0.6 -1.4
0.6 -1.5 -1.4
0.0 -0.6 0.6


Entry from the Open Molecules 2025 dataset: a structure of composition C4H7O (the ωB97M-V functional and the def2-TZVPD basis).

Results
**HOMO-LUMO gap (alpha / beta)**: 7.668 / 8.309 eV
**<S²>**: 2.0051
**E_LUMO (alpha / beta)**: -3.64 / -8.30 eV
**Total charge**: +1
**Multiplicity**: 3

Element x y z (Å)
1 C 1.5817 -0.0615 -0.2411
2 C 0.7573 -0.9998 0.1422
3 C 0.6305 0.9522 0.1687
4 C -1.5031 -0.2807 -0.2496
5 O -0.3075 -0.0620 0.5956
6 H 2.5018 0.0694 -0.7179
7 H 0.6173 -1.9998 0.2940
8 H 1.0789 1.7295 1.5498
9 H 0.2297 1.8649 -0.3372
10 H -2.3994 0.3611 0.1304
11 H -1.3206 -0.2232 -1.2704
12 H -1.8666 -1.3501 -0.0644

Atomic forces in eV per Å
0.2 7.3 -0.4
-2.9 -2.4 2.0
2.1 -1.4 -4.1
-3.7 -1.1 2.9
-1.0 -1.2 -0.2
1.2 -0.2 -0.4
-0.4 -2.3 0.4
0.2 0.6 1.3
0.5 -0.5 1.0
2.1 -0.7 -0.7
0.8 0.7 -1.7
0.9 1.4 0.1


Entry from the Open Molecules 2025 dataset: a cluster of 2 separate species, C4H7O2 in total (the ωB97M-V functional and the def2-TZVPD basis).

Results
**HOMO-LUMO gap (alpha / beta)**: 10.027 / 8.637 eV
**<S²>**: 0.7536
**E_LUMO (alpha / beta)**: -0.16 / -1.55 eV
**Total charge**: 0
**Multiplicity**: 2

Element x y z (Å)
1 C 0.8522 -1.1448 0.1245
2 C -0.1108 0.0749 -0.0096
3 C -1.5696 -0.2852 0.0553
4 C -2.2235 0.8966 -0.0910
5 O 0.0860 1.3181 -0.1712
6 O 3.7520 1.0095 -0.1428
7 H 0.3259 -2.0836 0.3823
8 H 1.4213 -1.4426 -0.7815
9 H 1.6374 -1.0782 0.9046
10 H -1.9252 -1.3251 0.2163
11 H -3.2871 1.0438 -0.0884
12 H -1.6253 1.8061 -0.2429
13 H 2.6667 1.2106 -0.1554

Atomic forces in eV per Å
0.8 -0.2 0.1
-0.2 1.6 -0.3
-0.1 1.9 -0.2
-1.2 -1.3 0.1
3.3 -4.3 0.5
-4.0 0.7 0.0
-0.3 0.8 -0.1
-0.4 0.8 0.1
-0.5 0.6 -0.3
0.1 1.1 -0.2
-0.5 -0.4 0.1
-0.7 -0.7 0.2
3.8 -0.6 0.0


Entry from the Open Molecules 2025 dataset: a structure of composition C4H7O2Pm (the ωB97M-V functional and the def2-TZVPD basis).

Results
**HOMO-LUMO gap (alpha / beta)**: 6.591 / 6.822 eV
**<S²>**: 8.7570
**E_LUMO (alpha / beta)**: -4.42 / -4.36 eV
**Total charge**: +1
**Multiplicity**: 6

Element x y z (Å)
1 H 0.2033 1.8808 1.2351
2 O -2.4512 0.9548 0.2864
3 C -1.1884 0.7043 -0.1493
4 C -0.7496 -0.5739 -0.2744
5 C 0.5423 -0.9016 -0.9804
6 C 1.3286 -1.2560 0.2401
7 O 1.9310 -0.4465 0.9573
8 Pm 2.2970 1.8037 1.8466
9 H -2.6709 1.8836 0.1736
10 H -0.7070 1.5090 -0.7148
11 H -1.3951 -1.3909 0.0567
12 H 0.9732 -0.0430 -1.5087
13 H 0.4391 -1.7894 -1.6221
14 H 1.4476 -2.3348 0.4539

Atomic forces in eV per Å
0.8 0.5 0.5
0.7 -0.2 0.3
-0.7 -1.0 -1.7
-1.1 0.8 0.0
0.2 -0.2 0.8
1.2 0.0 -0.6
-0.1 0.1 -0.1
-0.8 -0.6 -0.3
0.1 0.1 0.1
0.0 -0.2 0.6
0.3 0.3 0.0
-0.1 -0.2 0.1
0.1 0.5 0.1
-0.4 0.3 0.4


Respective energy above the lowest of the compared OMol25 structures with the same formula, charge and spin values: 96.5; 0.0; 43.7; 0.0; 77.1; 10.3 kcal per mole.
Respective F_max values: 0.1350; 0.0423; 0.1082; 0.1415; 0.1055; 0.0412 hartree/bohr.